Entry 1:
This record from the Open Molecules 2025 dataset describes the molecule C2H3NOS in a non-equilibrium geometry. The level of theory is wB97M-V/def2-TZVPD.

**Molecular weight**: 89.1 g/mol
**DFT total energy**: -606.0375 Eh
**Multiplicity**: 1
**Energy relative to the best compared isomer or geometry (same formula, charge and spin)**: 393.50 kJ/mol
**Lowest unoccupied orbital energy**: -0.1 eV
**Net charge**: 0
**Kohn-Sham gap**: 0.3214 hartree

Last column: natural (NBO) charge in e.
Geometry (Å):
C1 0.2880 0.3919 0.3447  -0.218
C2 -0.3259 0.0590 -1.2708  -0.150
N1 -1.0385 0.1336 -0.0201  -0.584
O1 1.1202 -0.0798 2.7384  -0.924
S1 1.5511 0.3619 1.3949  1.103
H1 -0.2724 0.8630 -1.8695  0.198
H2 0.0797 -0.8526 -1.5511  0.192
H3 -1.4024 -0.8770 0.2336  0.383

Entry 2:
This record from the Open Molecules 2025 dataset describes the molecule C4H5N3. The level of theory is wB97M-V/def2-TZVPD.

**Molecular weight**: 95.1 g/mol
**DFT total energy**: -319.6853 Eh
**Multiplicity**: 1
**Energy relative to the best compared isomer or geometry (same formula, charge and spin)**: 70.53 kJ/mol
**Lowest unoccupied orbital energy**: 0.9 eV
**Net charge**: 0
**Kohn-Sham gap**: 0.3574 hartree
**Structure (SMILES)**: Nc1cncnc1

Last column: natural (NBO) charge in e.
Geometry (Å):
N1 -2.0196 0.1258 -0.1290  -0.794
C1 -0.6432 0.0526 0.0770  0.083
C2 0.1757 1.1836 0.1362  0.012
N2 1.4993 1.1012 0.0440  -0.425
C3 2.0133 -0.1253 -0.0099  0.207
N3 1.3489 -1.2545 0.2235  -0.424
C4 0.0258 -1.1531 0.2983  0.011
H1 -2.2802 0.8959 -0.7325  0.381
H2 -2.4012 -0.7364 -0.4984  0.380
H3 -0.2556 2.1746 0.2807  0.195
H4 3.0712 -0.2109 -0.2442  0.180
H5 -0.5344 -2.0533 0.5543  0.193

Entry 3:
This record from the Open Molecules 2025 dataset describes the molecule C3H3IN2O in a non-equilibrium geometry. The level of theory is wB97M-V/def2-TZVPD.

**Molecular weight**: 210.0 g/mol
**DFT total energy**: -598.4589 Eh
**Multiplicity**: 1
**Energy relative to the best compared isomer or geometry (same formula, charge and spin)**: 202.71 kJ/mol
**Lowest unoccupied orbital energy (spin up / spin down)**: -3.6 / -3.6 eV
**Net charge**: 0
**Kohn-Sham gap (spin up / spin down)**: 0.2503 / 0.2504 hartree
**Structure (SMILES)**: CC(=O)N(I)C#N

Last column: natural (NBO) charge in e.
Geometry (Å):
C1 1.2767 -0.3233 -0.1309  -0.691
C2 -0.2158 -0.7688 0.2197  0.670
O1 -0.4837 -1.9477 0.3442  -0.547
N1 -0.9482 0.2768 0.2352  -0.490
I1 -3.4033 -0.5108 0.1664  0.230
C3 -0.7807 1.5167 -0.0101  0.398
N2 -0.4125 2.5783 -0.1652  -0.291
H1 1.6426 -1.0061 -0.8871  0.248
H2 1.3663 0.7572 -0.3917  0.231
H3 1.9586 -0.5722 0.6194  0.242

Entry 4:
This record from the Open Molecules 2025 dataset describes a 3-piece molecular cluster, C8H24O7PS2 overall. The level of theory is wB97M-V/def2-TZVPD.

**Molecular weight**: 327.4 g/mol
**DFT total energy**: -1983.3017 Eh
**Multiplicity**: 1
**Lowest unoccupied orbital energy**: -2.7 eV
**Net charge**: +1
**Kohn-Sham gap**: 0.3920 hartree

Last column: natural (NBO) charge in e.
Geometry (Å):
C1 2.5826 -1.3939 -0.6344  -0.281
O1 3.8098 -0.7328 -0.9833  -0.506
C2 3.7679 0.6327 -0.8143  -0.303
P1 2.6861 1.4137 -2.0809  0.762
H1 2.0941 -1.7318 -1.5504  0.194
H2 2.8124 -2.2764 -0.0422  0.235
H3 1.9184 -0.7455 -0.0595  0.181
H4 3.4065 0.9614 0.1674  0.232
H5 4.7610 1.0582 -0.9725  0.249
H6 1.3528 1.0698 -1.9520  0.082
H7 3.1370 1.0799 -3.3510  0.059
H8 2.7633 2.7965 -1.9896  0.078
O2 1.0313 -3.5348 1.7875  -0.950
S1 -0.0125 -3.9037 0.8784  2.389
O3 -0.2962 -3.0137 -0.2125  -0.967
O4 -1.3323 -4.1973 1.6878  -0.716
C3 -1.7671 -3.2113 2.6616  -0.078
C4 -2.4571 -2.0284 2.0184  -0.640
C5 0.2523 -5.5260 0.2652  -0.886
H9 -0.9102 -2.9086 3.2631  0.205
H10 -2.4502 -3.7593 3.3049  0.209
H11 -1.7573 -1.4333 1.4323  0.205
H12 -2.8881 -1.3966 2.7951  0.226
H13 -3.2538 -2.3632 1.3551  0.226
H14 0.4365 -6.1874 1.1067  0.263
H15 1.1228 -5.4793 -0.3854  0.255
H16 -0.6263 -5.8327 -0.2955  0.262
O5 0.5084 2.5939 -0.3041  -1.004
S2 -0.8504 2.5003 -0.7874  2.394
O6 -1.0453 2.6765 -2.1918  -0.935
O7 -1.7543 3.4673 0.0419  -0.714
C6 -1.3384 4.8610 0.1912  -0.075
C7 -1.6416 5.6873 -1.0372  -0.644
C8 -1.5756 0.9872 -0.2668  -0.891
H17 -0.2815 4.8836 0.4548  0.200
H18 -1.9044 5.2076 1.0512  0.211
H19 -1.0244 5.3931 -1.8847  0.222
H20 -1.4486 6.7369 -0.8183  0.232
H21 -2.6858 5.5759 -1.3258  0.229
H22 -1.4289 0.8794 0.8043  0.260
H23 -1.0809 0.1810 -0.8069  0.255
H24 -2.6320 1.0125 -0.5206  0.272

Entry 5:
This record from the Open Molecules 2025 dataset describes C23H35AlBrCl42O as an isolated structure in a non-equilibrium geometry. The level of theory is wB97M-V/def2-TZVPD.

**Molecular weight**: 1923.4 g/mol
**DFT total energy**: -23117.0409 Eh
**Multiplicity**: 1
**Lowest unoccupied orbital energy**: 1.2 eV
**Net charge**: -1
**Kohn-Sham gap**: 0.2211 hartree

Last column: Mulliken charge in e.
Geometry (Å):
C1 0.1442 -0.3894 -0.2042  -0.358
O1 1.0699 -0.2151 -1.2561  -0.203
C2 1.9199 0.9100 -1.1020  -0.069
C3 3.3825 0.5264 -1.2958  -0.687
C4 3.7269 -0.7453 -0.4975  0.003
C5 3.6461 -2.0637 -1.2898  -0.767
C6 2.7658 -3.1325 -0.6261  -0.588
Al1 3.0338 -3.4782 1.3640  0.088
C7 4.7740 -2.7311 2.1429  -1.057
C8 4.7077 -1.3884 2.8898  -0.333
C9 3.6671 -1.3976 4.0020  -0.436
Br1 2.9262 0.4166 4.2729  -0.243
H1 -0.3533 0.5544 0.0483  0.122
H2 -0.6113 -1.0992 -0.5386  0.185
H3 0.6256 -0.7939 0.6921  0.117
H4 1.8070 1.3292 -0.0951  0.237
H5 1.6202 1.6885 -1.8158  0.136
H6 3.6061 0.3946 -2.3559  0.399
H7 3.9770 1.3517 -0.8926  -0.071
H8 4.7253 -0.6556 -0.0642  0.639
H9 3.0507 -0.7899 0.3609  -0.261
H10 3.2395 -1.8218 -2.2809  0.155
H11 4.6538 -2.4494 -1.4738  0.379
H12 1.7259 -2.8265 -0.7576  0.035
H13 2.8843 -4.0747 -1.1775  0.453
H14 1.7189 -2.9433 2.1808  -0.407
H15 3.1053 -5.0814 1.5835  -0.242
H16 5.5493 -2.6398 1.3733  0.389
H17 5.1411 -3.4885 2.8481  0.570
H18 5.6722 -1.1457 3.3557  0.223
H19 4.4954 -0.5591 2.2160  0.282
H20 4.1173 -1.6254 4.9645  0.329
H21 2.8236 -2.0460 3.7930  0.134
C10 -3.4800 -2.6648 -2.7899  0.278
Cl1 -4.3271 -2.7666 -1.2433  -0.133
Cl2 -2.1886 -3.8437 -2.8815  -0.067
Cl3 -4.6198 -2.8493 -4.1332  -0.114
H22 -3.0414 -1.6777 -2.8655  0.018
C11 1.9017 1.9801 7.4188  0.728
Cl4 1.5612 0.7283 8.6164  -0.152
Cl5 0.5783 2.1400 6.2758  -0.072
Cl6 2.2496 3.5234 8.2117  -0.146
H23 2.7816 1.6801 6.8615  -0.437
C12 -1.4162 3.7208 3.3214  -0.096
Cl7 -2.5295 4.7637 2.4251  -0.123
Cl8 -2.2319 2.9221 4.6642  -0.143
Cl9 -0.6746 2.5436 2.2473  0.058
H24 -0.6366 4.3438 3.7403  0.295
C13 -1.3806 3.5350 -2.5064  0.082
Cl10 -0.2895 3.7947 -1.1481  -0.019
Cl11 -1.3007 1.8682 -3.0898  -0.067
Cl12 -3.0374 3.9560 -2.0786  0.058
H25 -1.0720 4.1625 -3.3320  -0.061
C14 2.1471 -7.8353 3.7909  -0.018
Cl13 3.4725 -6.7633 4.2244  -0.025
Cl14 1.3163 -7.2828 2.3482  -0.050
Cl15 2.7295 -9.5027 3.6006  -0.164
H26 1.4365 -7.8328 4.6066  0.253
C15 -6.7103 3.5686 -0.3997  -0.107
Cl16 -5.4218 2.6790 0.4043  -0.074
Cl17 -6.0548 4.9056 -1.3545  -0.131
Cl18 -7.6732 2.4996 -1.4198  0.033
H27 -7.3548 3.9864 0.3619  0.318
C16 -2.3530 3.6757 -6.6340  0.019
Cl19 -4.0047 3.4574 -6.0570  -0.033
Cl20 -2.3455 4.1533 -8.3320  -0.116
Cl21 -1.5496 4.8897 -5.6346  -0.143
H28 -1.8203 2.7386 -6.5362  0.302
C17 -7.6096 -0.0901 -5.0716  -0.090
Cl22 -6.0390 0.7103 -5.0177  -0.037
Cl23 -7.5417 -1.5966 -5.9865  -0.126
Cl24 -8.2254 -0.3684 -3.4435  -0.037
H29 -8.2957 0.5717 -5.5827  0.281
C18 3.9068 4.4210 0.2434  -0.144
Cl25 2.8530 3.7250 1.4764  -0.039
Cl26 5.5477 3.7908 0.3927  -0.121
Cl27 3.2542 4.1143 -1.3647  -0.089
H30 3.9437 5.4913 0.3945  0.370
C19 1.4620 -4.3989 -5.8487  0.007
Cl28 0.7290 -5.2507 -4.4985  -0.091
Cl29 0.2231 -3.7819 -6.9534  -0.146
Cl30 2.5097 -3.0915 -5.3000  -0.092
H31 2.0725 -5.1019 -6.3988  0.312
C20 -11.1127 0.1356 -1.5497  -0.032
Cl31 -10.5106 0.9211 -3.0123  -0.114
Cl32 -10.8014 -1.5989 -1.5987  -0.113
Cl33 -10.4065 0.8620 -0.1081  -0.100
H32 -12.1834 0.2832 -1.5103  0.330
C21 4.4987 -5.8756 8.2988  0.039
Cl34 5.8387 -6.5272 9.2517  -0.143
Cl35 5.0960 -4.9105 6.9531  -0.075
Cl36 3.4441 -7.1695 7.7352  -0.106
H33 3.9191 -5.2288 8.9435  0.277
C22 6.1514 2.5951 5.7304  -0.092
Cl37 4.8816 3.5270 4.9396  -0.071
Cl38 5.5339 1.7238 7.1391  -0.118
Cl39 6.9154 1.4871 4.5960  -0.088
H34 6.9019 3.2897 6.0821  0.374
C23 -5.7924 6.0079 -7.9343  0.436
Cl40 -7.4649 5.8426 -7.3976  -0.137
Cl41 -5.7186 6.4208 -9.6493  -0.139
Cl42 -4.9335 7.2000 -6.9621  -0.116
H35 -5.3022 5.0536 -7.7990  -0.072

Entry 6:
This record from the Open Molecules 2025 dataset describes C33H32N6O2Pt as an isolated structure in a non-equilibrium geometry. The level of theory is wB97M-V/def2-TZVPD.

**Molecular weight**: 739.7 g/mol
**DFT total energy**: -1874.5181 Eh
**Multiplicity**: 5
**Lowest unoccupied orbital energy (spin up / spin down)**: -5.8 / -8.3 eV
**Net charge**: +2
**Kohn-Sham gap (spin up / spin down)**: 0.2862 / 0.2219 hartree

Last column: natural (NBO) charge in e.
Geometry (Å):
Pt1 0.5046 0.4286 0.6309  1.213
C1 2.1223 2.9918 -1.5839  -0.640
C2 1.0392 2.5187 -2.4924  0.052
C3 1.1968 2.5714 -3.8628  -0.239
C4 0.1146 2.3783 -4.7094  -0.079
C5 -1.1443 2.1077 -4.1813  -0.215
C6 -1.3563 2.0307 -2.8199  0.049
C7 -2.7206 1.7489 -2.2800  -0.656
C8 -0.2461 2.2254 -1.9469  0.183
N1 -0.3944 2.1793 -0.5986  -0.533
C9 -1.2326 3.0274 0.0503  0.602
O1 -1.6483 4.0613 -0.4297  -0.510
C10 -1.5381 2.6266 1.4605  0.088
C11 -2.2747 3.4619 2.2945  -0.163
C12 -2.5319 3.0468 3.5930  -0.134
C13 -2.0674 1.8063 4.0061  -0.164
C14 -1.3486 1.0303 3.1024  0.091
N2 -1.0942 1.4465 1.8698  -0.448
C15 -0.8429 -0.3231 3.4849  0.602
O2 -0.8927 -0.7320 4.6267  -0.522
N3 -0.2476 -1.0077 2.4622  -0.576
C16 -0.1014 -2.3429 2.5228  0.278
C17 -1.1671 -3.2043 2.9674  0.038
C18 -2.5484 -2.7054 3.2177  -0.655
C19 -0.8987 -4.5459 3.1507  -0.216
C20 0.3527 -5.0810 2.8814  -0.065
C21 1.3666 -4.2678 2.3803  -0.218
C22 1.1674 -2.9202 2.1808  0.022
C23 2.3113 -2.0487 1.7770  -0.630
H1 2.0063 4.0685 -1.4427  0.255
H2 2.0524 2.5239 -0.6015  0.209
H3 3.1042 2.8279 -2.0219  0.234
H4 2.1629 2.8275 -4.2715  0.236
H5 0.2419 2.4670 -5.7756  0.239
H6 -1.9802 1.9673 -4.8495  0.237
H7 -3.3041 1.1588 -2.9835  0.239
H8 -2.6832 1.2325 -1.3213  0.210
H9 -3.2401 2.6990 -2.1325  0.265
H10 -2.6171 4.4088 1.9045  0.269
H11 -3.0815 3.6802 4.2716  0.253
H12 -2.2457 1.4207 4.9994  0.268
H13 -2.7982 -1.8243 2.6296  0.206
H14 -3.2718 -3.4910 3.0083  0.243
H15 -2.6517 -2.4415 4.2726  0.267
H16 -1.6862 -5.1920 3.5041  0.237
H17 0.5417 -6.1289 3.0529  0.239
H18 2.3403 -4.6880 2.1780  0.234
H19 2.9107 -2.5374 1.0121  0.236
H20 1.9484 -1.0768 1.4089  0.181
H21 2.9570 -1.8745 2.6397  0.244
C24 4.1708 0.0039 -2.0656  -0.230
C25 3.6294 -0.4987 -3.2371  -0.127
C26 2.3037 -0.8977 -3.2413  -0.227
C27 1.5441 -0.7855 -2.0751  0.234
N4 2.0726 -0.2544 -0.9613  -0.512
C28 3.3467 0.1128 -0.9575  0.061
C29 0.1514 -1.2570 -1.9781  0.225
C30 -0.4636 -2.0192 -2.9712  -0.221
C31 -1.7833 -2.4085 -2.8147  -0.130
C32 -2.4560 -2.0591 -1.6546  -0.217
C33 -1.7691 -1.3351 -0.6925  0.056
N5 -0.5136 -0.9459 -0.8577  -0.505
H22 5.2022 0.3055 -2.0009  0.252
H23 4.2312 -0.5864 -4.1289  0.249
H24 1.8800 -1.2960 -4.1469  0.237
H25 3.7374 0.5029 -0.0265  0.206
H26 0.0741 -2.3072 -3.8572  0.237
H27 -2.2774 -2.9746 -3.5876  0.248
H28 -3.4853 -2.3356 -1.4991  0.249
H29 -2.2494 -1.0577 0.2378  0.214
N6 1.8823 1.7328 2.1302  -1.057
H30 1.7850 1.3497 3.0695  0.404
H31 1.5269 2.6866 2.1518  0.401
H32 2.8783 1.7884 1.9301  0.399